A molecular structure, C20H25N6ORuS3Se3Te, computed with the ωB97M-V functional and the def2-TZVPD basis.

The geometry in XYZ format:
```
60
Properties=species:S:1:pos:R:3:forces:R:3:lowdin_spin:R:1
Ru -0.1143 -0.7352 0.4869 0.384 0.030 0.001 0.865
C 0.1809 -4.5580 1.5596 0.034 0.050 0.017 0.001
C 1.0943 -4.0338 0.5148 -0.031 -0.186 0.042 0.004
N 1.1495 -2.8025 0.1134 0.008 0.290 -0.145 0.039
C 2.0812 -2.6227 -0.8790 -0.030 -0.015 -0.057 0.002
C 2.7244 -3.7526 -1.2715 -0.009 -0.016 0.033 0.001
S 2.1733 -5.0735 -0.3395 0.015 0.080 0.001 0.005
C 2.3452 -1.2716 -1.3720 0.021 0.004 0.062 0.000
C 3.4323 -0.9146 -2.0986 0.006 0.008 -0.026 0.000
S 3.4155 0.7638 -2.3867 -0.021 -0.025 0.039 0.000
C 1.9525 0.9149 -1.5037 -0.028 0.032 -0.116 0.000
N 1.4951 -0.2239 -1.0486 -0.205 -0.109 0.102 -0.002
C 1.3752 2.2780 -1.3217 -0.006 -0.009 0.056 0.000
H 0.0081 -3.7793 2.3028 0.012 -0.008 -0.007 0.000
H 0.5958 -5.4470 2.0336 -0.020 -0.015 -0.020 0.000
H -0.7846 -4.8017 1.1123 -0.021 0.018 0.000 0.001
H 3.4789 -3.8597 -2.0319 0.002 -0.022 -0.001 0.000
H 4.2350 -1.5480 -2.4342 0.011 0.013 -0.005 0.000
H 1.7082 2.9370 -2.1240 -0.003 0.002 0.009 0.000
H 1.6999 2.6823 -0.3641 0.026 0.015 0.008 0.000
H 0.2913 2.2493 -1.3029 0.006 -0.017 0.031 0.000
Se -1.4677 -2.3684 -0.9010 -0.320 -0.104 0.229 0.013
Se -3.6415 -2.0758 -0.0595 0.202 0.025 -0.114 -0.001
Te -3.1875 -2.8488 2.2837 0.214 0.117 -0.041 -0.003
Se -1.1790 -1.3130 2.6801 -0.220 -0.198 -0.109 -0.029
O 1.9805 -1.1307 1.6682 0.023 -0.024 0.101 0.062
N 2.2128 -0.4704 2.7762 -0.009 0.078 0.012 0.004
C 3.0303 -1.0239 3.6974 0.007 0.000 0.004 0.003
C 3.3441 -0.3652 4.8558 -0.010 -0.017 -0.006 0.002
C 2.7866 0.8935 5.0839 -0.004 0.022 -0.001 0.002
C 1.9352 1.4311 4.1495 -0.004 -0.005 0.031 0.002
C 1.6315 0.7412 2.9692 -0.063 -0.050 -0.024 0.008
S 0.5754 1.3148 1.7499 0.146 0.040 -0.032 0.012
H 3.3936 -2.0018 3.4220 0.013 0.003 0.007 0.000
H 4.0041 -0.8345 5.5700 0.000 -0.004 -0.002 0.000
H 3.0080 1.4348 5.9937 0.002 0.002 -0.003 0.000
H 1.4648 2.3919 4.3014 -0.006 -0.003 -0.004 0.000
C -2.1822 1.8074 -4.0565 -0.018 -0.059 0.006 0.000
C -0.9433 1.0205 -3.6838 -0.069 -0.025 0.012 0.001
N -1.1101 0.4906 -2.3485 0.190 0.305 0.083 0.006
C -1.7612 1.0934 -1.3262 -0.110 -0.161 -0.233 0.004
N -1.5973 0.6501 -0.1000 0.016 -0.087 0.048 -0.004
C -2.5170 1.1460 0.9392 0.006 0.076 0.049 0.000
C -3.7790 1.7643 0.3837 0.014 0.045 0.019 0.000
C -3.3933 2.7928 -0.6513 0.007 -0.056 -0.025 0.000
N -2.6040 2.1172 -1.6680 0.006 0.072 0.015 0.003
C -2.4576 2.7993 -2.9453 -0.040 -0.004 0.004 0.000
H -3.0307 1.1266 -4.1469 0.000 0.003 -0.023 0.000
H -2.0478 2.3200 -5.0088 0.025 0.031 0.016 0.000
H -0.0539 1.6624 -3.7508 -0.005 0.006 -0.006 0.000
H -0.7912 0.1798 -4.3610 -0.006 -0.010 0.009 0.000
H -0.5233 -0.2731 -2.0591 -0.092 -0.145 -0.008 0.000
H -1.9872 1.8737 1.5591 -0.016 -0.024 0.014 0.000
H -2.7608 0.3111 1.5856 -0.046 0.018 -0.029 0.000
H -4.3402 2.2194 1.2004 -0.002 0.026 -0.013 0.000
H -4.4072 0.9983 -0.0759 0.012 -0.009 -0.013 0.000
H -2.8332 3.6198 -0.1961 0.013 -0.009 0.013 0.000
H -4.2667 3.2175 -1.1496 -0.008 0.006 0.009 0.000
H -1.6543 3.5479 -2.8966 -0.001 0.007 -0.006 0.000
H -3.3871 3.3389 -3.1287 -0.001 -0.007 -0.015 0.000
```
Forces are in eV/Å.

The energy relative to the best compared isomer or geometry (same formula, charge and spin) is 5.6 kcal per mole. As for the spin multiplicity: 2. The total energy comes out at -270555.4976 eV. As for the HOMO energy (alpha / beta): -0.227 / -0.227 Ha. The expectation value of S² is 0.758.